147
Properties=species:S:1:pos:R:3:forces:R:3 method="wB97M-V/def2-TZVPD" de_lowest_ev=4.512 smiles=COC[C@H](C)N.COC[C@H](C)N.COC[C@H](C)N.COC[C@H](C)N.COC[C@H](C)N.COC[C@H](C)N.CCO.CCO.CCO.CCO.CCO gap_ha=0.34172
C 3.337137 -1.454437 -5.347673 1.6 1.3 -2.2
H -3.921793 -0.333987 2.156797 -0.5 -0.5 0.3
H 1.509297 -3.252657 -3.229533 0.5 0.1 0.1
H 4.848807 -0.595427 2.191877 -0.3 0.4 -0.4
H -5.718313 6.362943 3.508757 -0.5 0.0 0.0
H -0.091693 2.649083 2.178497 0.1 0.0 -0.6
H -0.526353 0.334273 6.833147 -0.4 -0.3 -0.6
H 1.316277 3.375643 1.145707 -0.4 0.2 -0.2
H 0.249637 -1.521757 -0.686693 0.6 -0.4 -0.1
H -1.649613 5.113433 3.814167 0.0 0.3 0.3
H -1.329073 1.984983 2.743467 -0.9 -0.2 -0.3
H -4.388043 2.724173 -1.380343 -0.1 0.1 -0.7
H 0.513427 1.327803 -0.638933 0.1 0.3 -0.2
H -2.560683 -0.353227 4.930807 0.0 0.0 0.1
H 4.979877 3.237213 2.522797 0.2 -0.3 0.2
H -2.928833 -3.406357 2.404457 -0.2 0.0 -0.2
O 2.033407 -2.123987 2.668087 -0.5 -2.7 -0.3
O 4.596967 -1.625527 -6.150093 -1.7 0.2 2.1
H -2.662633 3.274203 -1.574793 -0.3 1.1 -0.2
H 1.958147 -1.989977 5.270477 -0.4 -0.3 0.1
H -5.756313 7.393923 1.168497 -0.2 0.2 0.7
C 2.256427 -1.024157 3.453437 0.0 1.5 -0.7
O 3.562837 5.537753 3.506727 -0.6 -1.9 -3.1
H -1.174533 0.578203 -2.179903 -0.2 0.4 -0.1
H 0.482277 3.787743 3.806947 0.0 0.2 0.3
C -3.210973 -0.873247 4.227377 0.0 -0.7 0.7
C -6.218703 -5.091407 -4.966573 -0.3 0.2 0.5
H -0.281123 -4.163877 1.011637 -0.1 -0.1 -0.2
H 0.033887 -3.242297 -2.384343 -0.7 -0.4 -0.3
H 2.964367 -0.529507 -5.787743 -0.3 0.1 0.2
H -1.438273 -5.249327 -6.863373 -0.6 0.3 -0.7
O 0.197687 2.936603 -1.315643 -1.4 -0.7 1.8
N 0.823117 0.413583 -0.341623 0.7 -0.7 -0.3
H -1.513823 -5.740737 -5.293323 -0.1 0.3 0.9
H 0.733457 4.380323 -2.539683 0.3 0.2 -0.6
H 0.100697 3.609813 -0.638153 0.0 0.2 -0.2
H -5.382913 3.531673 0.870197 -0.9 0.4 0.6
H -1.458073 -3.935007 -5.690233 -0.1 -0.3 0.3
H -7.300793 -5.060857 -5.094093 -0.1 -0.1 -0.3
C 2.962447 5.494953 4.757527 0.1 1.2 0.5
H -6.083913 -5.613267 -4.019163 0.3 0.6 0.5
H -4.038763 6.286513 1.854037 0.8 -0.9 0.4
C 1.481227 -1.179407 4.719457 0.2 0.5 1.2
C -0.343073 1.957703 4.798037 -0.3 2.0 -0.9
H -5.008133 4.801633 3.639687 -0.4 -0.4 0.3
H 3.323427 -0.884657 3.627047 0.2 -0.1 0.6
O 0.340407 -1.598067 -3.596143 0.0 0.3 0.5
H -2.759383 -1.855207 4.086197 0.2 0.1 -0.4
H 1.775317 5.356423 2.328797 -0.6 -0.5 0.9
C 2.763467 4.905123 2.418127 1.7 -0.8 0.4
H -0.519843 1.467723 8.063907 0.7 0.9 0.0
C 4.215047 2.619033 2.052707 -0.6 1.5 0.7
C -3.537133 3.231343 -0.925553 -0.6 -2.0 1.6
C -1.867053 -4.919587 -5.917053 -1.1 -0.4 -0.2
H 1.551307 -0.310017 5.373177 0.4 0.2 -0.1
H 0.018737 -2.629327 2.358747 0.7 0.8 0.5
C 0.952277 3.321293 -2.403083 -1.5 1.7 -1.1
H 2.359617 1.974453 -1.920413 0.5 -0.1 0.3
N -6.024933 -7.335657 -5.895093 0.2 0.3 -0.2
H 4.347417 0.150483 0.037767 -1.0 0.4 -0.6
H 3.715987 5.983253 5.375467 -0.2 -0.1 0.4
C 4.965937 -1.264007 1.339017 1.0 -0.9 0.7
C 6.499987 -2.696147 -3.975543 -0.3 0.2 -0.4
H 6.563237 -3.094767 -2.963023 -0.2 0.6 0.2
C -4.567813 4.237543 1.029687 0.7 0.2 0.3
C 2.361127 3.010233 -2.259933 1.5 -1.1 -0.2
H -1.692743 0.121713 -0.609483 0.0 -0.3 0.3
N -0.968823 2.917743 2.601067 0.6 -0.2 0.3
O -0.787173 -2.376437 1.902517 0.9 0.5 -0.4
C -2.189883 -4.183527 2.209377 -0.4 -0.4 -0.7
H -1.852043 -4.468437 3.205767 0.8 0.1 -0.2
H -3.797553 -6.592997 -6.861813 0.7 -0.1 -0.1
C -3.982713 -6.044747 -5.938113 -1.6 -0.2 -0.3
H -5.830343 -5.609417 -6.982243 0.1 0.1 -0.2
C 5.079277 -2.962777 -6.091053 -0.1 1.2 -0.2
H -1.271343 1.392273 4.716057 -0.4 0.2 -0.1
H 2.591717 -2.210577 -5.594063 0.2 -0.4 0.5
O -3.976483 4.359483 -0.237323 1.0 2.5 -1.1
H -1.058943 4.673293 5.501757 -0.2 0.5 -0.1
C -0.744883 1.388983 7.000307 -0.9 -0.8 1.2
H -6.638903 4.948333 2.814587 0.2 0.1 0.1
C -5.664313 5.397633 3.005397 1.6 0.1 0.1
H 3.539837 -1.213637 -4.304113 0.0 -0.7 0.1
H 2.484537 -2.048127 1.824097 0.1 0.2 -0.5
H -1.674373 -3.226357 0.326247 0.1 -0.4 -0.2
C -5.562983 -5.962697 -5.986343 1.5 0.7 -1.0
H 6.036997 -1.293837 1.138897 0.1 0.0 0.0
H 6.311417 -1.631567 -4.114213 -0.1 0.1 0.7
H 2.720367 4.525683 5.193417 -0.1 -0.2 -0.3
H 1.954277 -1.192867 -2.329243 0.4 -0.1 -0.5
H 2.829467 2.980103 -3.243723 0.3 0.3 0.1
H -1.861123 -0.965667 -2.004543 0.4 -0.6 0.2
H 3.170607 5.228033 1.459977 0.8 0.1 0.1
N 6.106167 -4.822117 -4.834083 -0.4 -0.7 -0.2
O -3.326083 -4.813357 -5.864873 1.3 0.3 -0.4
H -3.863173 3.746813 1.701077 0.2 -0.2 0.2
H -3.630193 0.962383 3.250907 0.4 0.3 -0.1
C 5.443417 -3.525607 -4.718773 1.2 -0.5 0.2
N -5.792093 6.422913 0.892897 -0.4 0.4 -1.7
C -4.897073 5.631173 1.705937 -1.1 -0.9 -0.6
H 2.910427 3.637683 -1.558023 0.0 0.0 -0.1
C 0.991607 -0.757597 -2.597393 0.1 -0.9 -0.1
H -2.708363 -5.066707 1.836187 0.0 0.0 -0.3
H 0.343037 0.255233 0.532757 0.1 0.0 0.5
H -1.752803 -0.792767 1.965787 0.2 -0.5 0.2
H 0.196687 -3.644227 -4.196893 -0.9 0.6 0.1
H 4.466957 2.579103 0.992967 -0.4 0.3 -0.3
H 4.730077 -1.335347 -0.805163 0.5 0.0 0.0
O 2.966707 -1.477717 0.094547 -1.4 -0.7 0.5
H 6.943667 -4.755297 -5.394653 0.1 0.1 -0.1
H 1.149277 0.184003 -3.123343 -0.1 0.2 0.2
H -5.895513 -4.050697 -4.990233 0.3 -0.1 0.3
H 0.400017 -1.304627 4.661077 0.1 -0.4 -0.7
C -1.157653 -3.553357 1.228567 -1.6 -0.4 1.4
H -1.801853 1.650043 6.947827 -0.4 -0.6 -0.2
H 4.325767 -3.488857 -6.677183 0.3 -1.1 0.2
H 0.523817 2.773743 -3.242553 0.1 0.1 -0.2
H 4.272907 1.592583 2.414857 -0.2 0.1 0.2
C -1.502843 4.336843 4.564817 1.2 -0.9 -0.2
H -5.358363 6.505883 -0.015453 -0.1 -0.4 -0.6
O -1.954193 0.028913 2.419537 -0.3 1.3 0.2
H 2.308817 -0.916527 -0.322393 -0.2 0.7 0.1
H 2.571737 2.950323 3.420767 0.8 0.5 0.7
H 0.404257 1.314213 4.333807 0.4 0.1 0.0
H -2.472883 3.898953 4.800117 0.0 -0.3 -0.2
C 4.223197 -0.931897 0.071417 1.9 0.3 0.2
H -3.714583 -6.667657 -5.084773 0.2 -0.2 0.2
H -4.136653 -1.107227 4.753187 -0.4 0.5 -0.2
H 1.993807 -0.192697 2.799377 -0.4 0.9 0.5
H 6.016207 -2.867577 -6.639873 0.1 -0.5 -0.3
H -3.211583 2.485343 -0.200573 0.3 -0.3 0.4
H 2.254467 2.134883 0.972247 -0.4 -0.6 -0.3
H 7.507847 -2.856767 -4.358313 0.0 -0.2 -0.5
H -7.027533 -7.220647 -5.854513 -0.3 -0.7 0.2
C 0.457317 -2.998127 -3.358603 1.4 0.5 0.9
H -5.694853 -7.634727 -4.988613 -0.3 -0.6 0.3
H 2.104967 6.165353 4.699267 -0.5 -0.2 0.5
C -3.273563 -0.031107 2.979087 0.4 -0.3 -0.6
C 2.815967 3.289233 2.413987 2.1 1.0 2.3
H 4.719097 -2.237207 1.763347 -0.1 -0.3 -0.3
C -0.499773 3.330793 3.928897 -1.2 -1.6 1.3
C 0.269627 -0.586467 -1.246113 -2.2 -0.9 -0.4
O -0.067933 2.226733 6.152367 1.3 0.8 -0.3
H 4.614197 -3.716147 -4.037463 -0.4 0.4 -0.2
H 5.512477 -5.505047 -5.282673 -0.1 -0.2 -0.1
N 1.792677 2.672293 1.691997 -1.1 -0.3 -2.7
C -1.193683 -0.270137 -1.495763 -0.7 1.3 -0.8